ORCA calculation (ωB97M-V/def2-TZVPD) on a 14-piece molecular cluster, C66H172N12O21 overall in a non-equilibrium geometry.

Summary:
net charge: 0
electronic energy: -4854.370338 Eh
HOMO energy: -8.3 eV
M: 1470.16 g mol⁻¹
relative energy (zero: lowest compared OMol25 entry of this formula, charge and spin): 0.000 eV

```
271
C66H172N12O21 (ωB97M-V/def2-TZVPD)
C -9.609 6.249 -1.151
O -8.291 5.800 -1.022
C -7.636 6.156 0.199
C -6.172 5.720 0.008
N -5.489 6.782 -0.725
C -4.127 6.442 -1.090
C -3.153 6.117 0.046
O -3.110 4.755 0.376
C -2.220 4.378 1.398
H -10.209 5.638 -1.824
H -9.668 7.318 -1.370
H -10.159 6.077 -0.211
H -8.170 5.612 0.980
H -7.587 7.233 0.374
H -6.173 4.744 -0.493
H -5.722 5.589 0.995
H -6.016 6.801 -1.595
H -3.637 7.318 -1.521
H -4.097 5.580 -1.771
H -3.371 6.904 0.793
H -2.108 6.398 -0.147
H -1.209 4.764 1.204
H -2.058 3.299 1.373
H -2.562 4.706 2.382
C 2.973 0.804 -0.389
O 1.698 0.941 -0.995
C 0.858 1.888 -0.321
C -0.545 1.389 -0.539
N -1.027 0.418 0.433
C -0.359 -0.872 0.341
C -0.641 -1.734 -0.894
O -1.905 -2.409 -0.784
C -2.077 -3.182 -1.937
H 3.651 0.233 -1.020
H 2.864 0.214 0.530
H 3.447 1.742 -0.099
H 1.031 2.897 -0.713
H 1.201 1.987 0.715
H -0.771 1.071 -1.562
H -1.139 2.310 -0.479
H -1.974 0.103 0.230
H -0.643 -1.444 1.230
H 0.710 -0.699 0.496
H 0.048 -2.588 -0.907
H -0.531 -1.170 -1.824
H -1.437 -4.061 -1.780
H -1.787 -2.686 -2.871
H -3.095 -3.529 -2.122
C 4.414 3.987 -1.235
O 3.922 3.941 0.071
C 4.906 4.038 1.114
C 4.135 3.946 2.442
N 3.336 5.136 2.620
C 2.478 4.977 3.797
C 2.517 6.195 4.717
O 1.958 7.342 4.063
C 1.750 8.471 4.877
H 5.114 3.158 -1.407
H 4.969 4.885 -1.533
H 3.559 3.805 -1.885
H 5.248 5.067 0.943
H 5.693 3.292 0.976
H 4.942 3.737 3.150
H 3.526 3.034 2.375
H 2.948 5.419 1.735
H 2.735 4.181 4.497
H 1.426 4.797 3.553
H 3.560 6.487 4.869
H 1.883 5.989 5.583
H 2.614 9.147 4.839
H 1.559 8.242 5.928
H 0.933 9.030 4.426
C 0.853 -6.022 -1.098
O 1.987 -6.234 -1.937
C 1.974 -7.499 -2.574
C 3.267 -7.780 -3.282
N 3.529 -7.036 -4.529
C 3.300 -5.603 -4.448
C 3.519 -4.977 -5.839
O 4.763 -5.322 -6.400
C 4.874 -4.696 -7.676
H 0.797 -6.840 -0.370
H -0.005 -6.070 -1.778
H 1.023 -5.066 -0.607
H 1.081 -7.680 -3.189
H 1.826 -8.291 -1.825
H 3.312 -8.841 -3.532
H 4.080 -7.567 -2.573
H 4.446 -7.289 -4.863
H 3.865 -5.048 -3.693
H 2.247 -5.450 -4.225
H 3.386 -3.891 -5.728
H 2.691 -5.277 -6.493
H 3.924 -4.644 -8.217
H 5.559 -5.230 -8.329
H 5.181 -3.661 -7.506
C -0.123 2.093 3.483
O -0.193 2.914 4.635
C 0.695 2.458 5.646
C 0.426 3.274 6.917
N 1.681 3.607 7.559
C 1.536 4.591 8.643
C 2.476 4.255 9.823
O 2.247 2.919 10.244
C 3.401 2.485 10.958
H 0.700 2.402 2.835
H -1.094 2.137 2.989
H -0.023 1.019 3.676
H 1.742 2.420 5.328
H 0.480 1.398 5.844
H -0.265 2.755 7.593
H -0.091 4.201 6.661
H 2.069 2.815 8.061
H 0.512 4.480 9.042
H 1.534 5.637 8.329
H 2.260 4.964 10.622
H 3.447 4.349 9.327
H 4.369 2.640 10.470
H 3.262 1.433 11.189
H 3.526 3.104 11.855
C -6.727 1.152 -3.998
O -6.321 1.800 -2.817
C -5.209 2.668 -2.848
C -3.981 2.135 -2.121
N -3.971 2.079 -0.681
C -5.125 1.405 -0.077
C -4.967 -0.108 -0.168
O -6.012 -0.805 0.495
C -6.124 -0.622 1.894
H -7.595 0.540 -3.756
H -5.891 0.578 -4.405
H -7.122 1.860 -4.737
H -5.559 3.624 -2.442
H -4.883 2.946 -3.859
H -3.184 2.861 -2.337
H -3.675 1.229 -2.655
H -4.003 2.997 -0.254
H -6.155 1.525 -0.432
H -5.132 1.718 0.972
H -4.032 -0.541 0.210
H -5.004 -0.374 -1.226
H -6.469 0.385 2.131
H -5.134 -0.770 2.346
H -6.769 -1.416 2.259
C -6.019 -7.001 6.222
O -5.741 -6.187 5.092
C -5.847 -4.788 5.275
C -4.995 -4.153 4.192
N -3.614 -4.626 4.271
C -2.760 -3.940 3.305
C -2.852 -4.528 1.890
O -2.797 -5.955 2.018
C -2.454 -6.622 0.849
H -6.957 -6.690 6.694
H -5.249 -6.743 6.960
H -6.028 -8.034 5.898
H -5.520 -4.594 6.304
H -6.851 -4.349 5.229
H -5.052 -3.067 4.103
H -5.467 -4.462 3.245
H -3.616 -5.619 4.074
H -1.700 -3.872 3.557
H -3.082 -2.898 3.226
H -1.985 -4.228 1.295
H -3.752 -4.204 1.362
H -2.378 -7.713 0.947
H -1.385 -6.460 0.632
H -3.128 -6.473 0.002
C 3.554 -0.835 -4.073
C 2.099 -1.082 -3.629
C 1.183 -0.875 -4.847
O -0.094 -0.541 -4.299
C -1.176 -0.894 -5.151
N 2.033 -2.504 -3.183
H 3.839 -1.558 -4.834
H 4.205 -0.854 -3.195
H 3.736 0.193 -4.402
H 1.825 -0.320 -2.899
H 1.138 -1.825 -5.401
H 1.512 -0.169 -5.616
H -1.453 -1.952 -5.221
H -0.978 -0.560 -6.175
H -1.981 -0.316 -4.693
H 1.050 -2.758 -3.304
H 2.093 -2.425 -2.165
C 6.610 1.153 -2.760
C 7.954 0.678 -2.245
C 8.328 1.094 -0.828
O 7.352 0.776 0.108
C 7.655 0.669 1.480
N 7.970 -0.799 -2.362
H 6.359 0.672 -3.707
H 6.569 2.215 -3.014
H 5.770 0.953 -2.090
H 8.747 1.053 -2.902
H 8.421 2.192 -0.915
H 9.331 0.710 -0.611
H 6.779 0.992 2.038
H 8.481 1.316 1.788
H 7.916 -0.358 1.744
H 7.187 -1.050 -1.760
H 8.836 -1.163 -1.984
C -0.115 9.986 1.918
C -0.550 8.630 1.349
C 0.453 8.133 0.279
O 0.304 6.738 0.095
C 1.355 6.236 -0.708
N -0.649 7.741 2.521
H -0.745 10.318 2.735
H -0.168 10.721 1.104
H 0.946 9.940 2.171
H -1.538 8.764 0.904
H 1.476 8.468 0.486
H 0.207 8.571 -0.700
H 2.324 6.357 -0.220
H 1.348 6.775 -1.665
H 1.141 5.206 -0.990
H 0.279 7.484 2.860
H -0.971 6.879 2.075
C -3.485 -3.633 -6.167
C -2.248 -3.939 -7.052
C -1.765 -5.371 -6.772
O -1.329 -5.724 -5.482
C -0.508 -4.792 -4.791
N -2.550 -3.722 -8.464
H -3.814 -2.608 -6.355
H -3.148 -3.628 -5.124
H -4.337 -4.302 -6.268
H -1.479 -3.256 -6.687
H -0.907 -5.571 -7.430
H -2.488 -6.123 -7.096
H -0.086 -5.282 -3.915
H -1.166 -4.038 -4.353
H 0.289 -4.365 -5.401
H -3.272 -4.387 -8.737
H -3.039 -2.841 -8.583
C 5.127 -2.106 -0.951
C 4.229 -3.291 -0.522
C 5.004 -4.312 0.357
O 5.414 -3.655 1.525
C 5.532 -4.578 2.617
N 3.163 -2.649 0.300
H 5.505 -1.581 -0.073
H 4.587 -1.390 -1.569
H 5.965 -2.450 -1.564
H 3.733 -3.710 -1.398
H 5.827 -4.767 -0.204
H 4.233 -5.092 0.438
H 5.839 -3.960 3.461
H 6.265 -5.362 2.432
H 4.533 -4.955 2.842
H 2.523 -3.391 0.593
H 3.648 -2.519 1.189
C 1.114 -1.909 3.579
C 1.355 -3.387 3.331
O 0.860 -3.737 2.018
H 1.576 -1.244 2.850
H 1.546 -1.706 4.563
H 0.044 -1.712 3.652
H 0.684 -3.936 3.996
H 2.405 -3.617 3.519
H 0.823 -4.698 1.962
C -4.837 -5.999 -3.205
C -4.632 -6.792 -4.485
O -3.269 -7.210 -4.462
H -5.713 -5.348 -3.128
H -3.973 -5.353 -3.024
H -4.801 -6.628 -2.314
H -4.942 -6.308 -5.414
H -5.234 -7.701 -4.416
H -2.658 -6.441 -4.532
```

These are the Mulliken partial charges, in e, on atoms 1 to 4: atom 1 (C): -0.831, atom 2 (O): -0.241, atom 3 (C): -0.971, atom 4 (C): 0.224